115
Properties=species:S:1:pos:R:3:forces:R:3 method="wB97M-V/def2-TZVPD" multiplicity=1 relative_energy_kcal_mol=0.0 orbital_gap_ha=0.3041 e_homo_ev=-8.51 energy_ev=-135594.2901
Na 0.995 -0.931 -0.618 -0.0050 -0.7207 0.0959
O 0.330 1.034 -1.121 0.2610 1.3640 1.1174
H 0.571 1.764 -0.493 -0.3219 -0.9022 -0.9042
C -1.064 5.566 5.535 0.0871 0.4024 -1.0001
C -0.454 6.858 4.928 -0.4731 0.0648 1.8391
O -0.936 7.044 3.640 -0.9661 0.8553 -1.2021
P -0.546 6.296 2.317 0.7873 -1.5880 0.1300
O 0.870 5.883 2.315 -0.2322 0.3786 -0.3335
O -1.549 5.058 2.197 -0.1124 -0.5333 0.5264
C -1.175 3.710 1.696 0.3548 2.0800 -0.8684
C -0.306 2.986 2.718 0.0485 1.3879 -1.0261
O -1.037 7.268 1.195 0.2322 -0.1063 0.0611
C -2.343 7.171 0.608 -0.3012 0.0292 -1.8482
C -3.344 8.017 1.372 1.5031 0.0246 2.5054
H -1.144 5.637 6.596 0.0580 0.0080 0.8310
H -2.067 5.359 5.126 0.3177 0.3688 0.1094
H -0.450 4.711 5.270 0.1351 -0.1352 0.0510
H -0.769 7.784 5.504 0.2600 -1.1457 -0.5964
H 0.640 6.836 4.948 -0.0840 -0.1185 -0.1393
H -2.113 3.253 1.405 -0.3617 -0.2278 0.9272
H -0.798 3.910 0.678 0.8850 -0.3352 0.5727
H -0.941 2.811 3.543 -0.5654 -0.5639 1.1490
H 0.061 2.083 2.286 0.2240 -0.8136 -0.1462
H 0.543 3.611 3.055 -0.4392 -0.2393 -0.4520
H -2.186 7.403 -0.495 -0.2754 0.5045 1.4371
H -2.691 6.139 0.521 0.1937 0.0581 0.4999
H -4.227 8.133 0.847 -1.6354 0.6312 -1.5757
H -3.742 7.440 2.276 1.0738 0.8118 -0.7822
H -2.907 9.031 1.705 -0.7444 -1.6188 -0.5578
C -2.935 -5.549 -0.068 -0.3456 -0.0928 -0.6636
C -1.827 -4.595 -0.492 0.4348 -1.1528 -0.7011
O -0.604 -5.103 0.147 1.1529 0.3521 -0.3763
P 0.838 -4.710 -0.387 1.3755 1.0387 1.3751
O 1.322 -3.298 -0.431 -1.1540 -1.0676 -0.3363
O 1.807 -5.489 0.672 -2.0584 0.1198 -1.2503
C 3.182 -5.229 0.428 0.8612 -0.6758 -0.7966
C 3.711 -4.019 1.113 2.0156 0.4088 -0.7327
O 1.074 -5.360 -1.824 -0.8344 -0.7893 0.0201
C 0.443 -6.612 -2.257 0.1931 -0.5206 -0.2312
C 1.505 -7.453 -2.957 0.7246 2.2068 -0.6942
H -3.074 -5.525 1.003 0.0122 0.4192 0.3388
H -3.891 -5.219 -0.542 0.6759 -0.4749 0.2787
H -2.712 -6.614 -0.270 -0.1196 0.5843 -0.4479
H -1.606 -4.542 -1.594 -0.5963 -0.1317 0.9062
H -2.029 -3.611 -0.126 0.1558 0.6904 0.2335
H 3.689 -6.105 0.836 -0.0277 -0.1248 -0.2890
H 3.402 -5.141 -0.676 -0.2773 -0.3711 0.9379
H 3.263 -3.887 2.076 -0.1937 0.2370 0.5752
H 4.825 -4.224 1.226 -1.1597 0.4414 0.1383
H 3.614 -3.136 0.469 -0.1994 -0.1281 0.6454
H -0.030 -7.170 -1.430 0.2591 0.5180 -0.1292
H -0.299 -6.373 -3.004 -0.5210 0.3932 0.0831
H 2.289 -7.571 -2.227 0.4146 -0.7874 0.0799
H 1.153 -8.357 -3.450 -0.0495 -0.0253 0.3988
H 1.957 -6.771 -3.752 -0.5433 -0.9616 0.7599
C -2.602 0.942 0.373 0.6225 -1.1785 0.5385
S -2.139 -0.452 -0.707 -0.9477 -1.4908 1.1073
O -1.297 -1.433 0.115 -0.0460 1.0506 -0.4185
C -3.767 -1.311 -0.601 -1.0138 0.4608 -1.6080
H -1.736 1.598 0.298 0.0289 -0.1937 0.4468
H -2.904 0.574 1.394 0.6411 0.3853 -0.9854
H -3.423 1.442 -0.079 -0.9152 0.4270 -0.4937
H -4.031 -1.503 0.427 -0.0057 0.2634 0.4592
H -3.788 -2.297 -1.106 0.6823 0.5423 0.0718
H -4.570 -0.725 -1.155 0.9530 -0.3840 0.8834
C 5.206 -0.940 -2.609 0.2141 -0.4977 0.1042
S 3.821 -2.006 -2.133 -1.1550 1.1726 -0.6712
O 2.669 -1.032 -2.251 0.1143 -0.4171 0.4787
C 3.643 -3.040 -3.591 1.0724 -0.2523 0.3049
H 4.858 -0.194 -3.350 0.1678 -0.5701 0.3586
H 5.989 -1.617 -2.994 -0.0276 0.6373 0.1572
H 5.519 -0.438 -1.668 -0.0865 -0.3276 -0.7130
H 4.581 -3.582 -3.647 0.3662 -0.0247 -0.4691
H 3.403 -2.502 -4.498 0.1618 0.3823 -0.0765
H 2.922 -3.814 -3.425 -0.8001 -0.1814 0.4841
C 3.672 1.567 0.555 -1.5021 0.1568 0.0352
S 2.524 0.691 1.691 -0.0045 -1.3061 -1.0895
O 2.380 -0.798 1.309 0.0807 1.7450 -0.1294
C 3.623 0.595 3.036 1.1059 -0.5676 0.4734
H 3.680 2.616 0.874 -0.0134 -0.1925 0.1596
H 3.110 1.553 -0.394 0.7062 -0.2653 0.0139
H 4.678 1.167 0.584 0.0222 -0.3311 -0.2882
H 3.087 0.484 3.952 -0.4401 -0.1350 0.6338
H 4.222 1.480 3.075 0.3656 0.6176 0.1731
H 4.271 -0.288 2.891 -0.3069 0.3665 -0.0780
C 0.462 -0.238 -3.914 0.7740 1.0370 -1.7526
C 0.078 -1.633 -3.811 -2.2581 -1.9573 1.4628
O -1.159 -1.753 -4.462 -0.1881 0.7790 -0.9906
C -1.601 -0.476 -4.828 2.5487 -1.1687 1.6419
O -2.693 -0.215 -5.123 -2.1241 0.3753 -1.0723
O -0.581 0.380 -4.674 -0.5915 0.2500 -0.1063
F -0.251 -1.922 -2.478 0.5761 -0.2432 -0.1889
H 1.360 -0.177 -4.479 0.8409 0.3645 -0.5311
H 0.588 0.287 -3.009 0.0358 0.4687 1.4166
H 0.724 -2.429 -4.158 0.3509 0.0889 0.0471
C -2.750 2.385 -3.307 1.3771 1.1651 -1.5810
C -1.497 2.907 -2.624 1.4670 -1.3275 0.5377
O -1.979 3.674 -1.583 -0.4808 -0.2033 0.3960
C -3.243 3.971 -1.862 -2.3506 2.3917 1.8157
O -3.853 4.743 -1.153 0.2304 -0.8857 -1.0252
O -3.766 3.347 -2.939 1.4192 -0.2300 0.3455
F -0.844 3.783 -3.420 0.5460 0.6444 -1.3002
H -3.027 1.447 -2.954 -0.5462 -1.7371 0.6436
H -2.522 2.313 -4.394 -0.7506 0.3288 0.7145
H -0.715 2.223 -2.175 -0.9552 -0.1165 -0.6235
C -0.294 -1.069 2.994 -0.0778 2.2308 0.5684
C 0.094 -2.483 2.820 3.6442 -0.9083 -0.5886
O -1.035 -3.212 2.620 -0.5806 0.2521 0.3518
C -2.069 -2.377 2.793 -2.8271 0.1454 -0.2503
O -3.210 -2.721 2.615 1.0214 0.4802 0.3026
O -1.688 -1.125 3.166 -1.1050 -1.4090 -0.3090
F 0.806 -2.963 3.924 -0.6097 0.1053 0.2183
H -0.096 -0.413 2.152 0.1714 -0.4264 -0.4400
H 0.085 -0.526 3.866 0.4185 -0.6770 0.0724
H 0.785 -2.671 1.999 -0.1153 0.2641 -0.1817